Entry from the Open Molecules 2025 dataset: a molecular structure, C2H4INS in a non-equilibrium geometry (the ωB97M-V functional and the def2-TZVPD basis).

LUMO, hartree: -0.075
Relative energy (zero: lowest compared OMol25 entry of this formula, charge and spin), kcal/mol: 83.0
Multiplicity: 1
Molar mass, g mol⁻¹: 201.0
F_max, Eh/bohr: 0.0674

Geometry as XYZ:
```
9
Properties=species:S:1:pos:R:3:forces:R:3:lowdin_charge:R:1
N -1.35599 -1.06001 -0.69356 -2.1731 -2.5770 0.4561 -1.01
C 0.84869 1.15195 0.40211 2.7705 -2.0773 0.1671 -0.11
S -1.69990 -2.57060 -0.31117 0.5359 2.4630 -0.4593 0.56
C 1.01799 -0.03937 -0.15140 1.3021 -0.6114 1.8731 -0.11
H 1.74448 -0.83812 0.23013 -0.8743 1.4999 -0.7377 0.09
H 0.11611 1.79645 0.07763 -1.3437 1.5151 -0.3784 -0.03
I -2.55248 0.51316 0.14019 -0.0364 -0.5117 -0.1441 0.65
H 1.63678 1.37899 1.07539 0.1326 1.1198 0.9146 0.04
H 0.24431 -0.33246 -0.76930 -0.3136 -0.8204 -1.6913 -0.08
```
Positions in Å, forces in eV/Å.